1.
7
Properties=species:S:1:pos:R:3 method="wB97M-V/def2-TZVPD"
H -1.4693 -1.0802 -0.0360
N -1.5399 -0.0765 -0.0042
C -0.3512 0.4242 0.0132
N 0.8638 -0.1471 -0.0047
H -0.2223 1.5416 0.0297
H 1.0937 -1.1317 0.0785
H 1.6252 0.4696 -0.0766



2.
7
Properties=species:S:1:pos:R:3 method="wB97M-V/def2-TZVPD" smiles="[H]/N=N/C"
H -2.4058 -0.0452 -0.2571
N -1.4509 0.0369 0.3273
N -0.5443 -0.0006 -0.5303
C 0.7818 0.0250 0.0184
H 1.0154 0.8020 0.7350
H 1.5746 0.1184 -0.8099
H 1.0292 -0.9365 0.5166



3.
7
Properties=species:S:1:pos:R:3 method="wB97M-V/def2-TZVPD"
H -1.1054 1.3100 0.7643
N -1.3999 0.5860 0.1399
C -0.4554 -0.1965 -0.2442
N 0.8754 -0.1653 -0.0236
H -0.6602 -1.0135 -0.8838
H 1.4584 -0.8970 -0.5094
H 1.2871 0.3763 0.7568



4.
8
Properties=species:S:1:pos:R:3 method="wB97M-V/def2-TZVPD" smiles="[H]/N=C/ON"
H -2.6590 0.6323 0.0375
N -2.0629 -0.3018 -0.0954
C -0.6005 0.2438 -0.0355
O 0.2683 -0.7195 -0.1579
N 1.6002 -0.3485 -0.1172
H -0.3358 1.3705 -0.2543
H 2.1270 -1.2439 0.1253
H 1.6627 0.3671 0.4974



5.
8
Properties=species:S:1:pos:R:3 method="wB97M-V/def2-TZVPD" smiles="NC(N)=O"
N 2.4808 -4.6568 -21.7087
C 3.2145 -5.4750 -21.0594
N 3.2243 -5.3743 -19.7457
O 3.9060 -6.2585 -21.6176
H 1.9830 -4.0579 -21.0655
H 2.0274 -4.8782 -22.5837
H 2.8212 -4.5285 -19.3685
H 3.7058 -6.1114 -19.2507



6.
9
Properties=species:S:1:pos:R:3 method="wB97M-V/def2-TZVPD" total_charge=-2
C 0.9138 0.1138 1.2741
N 0.0411 -0.8836 -1.7176
N -0.3227 -0.0207 0.9368
O -1.0500 -0.0207 -2.4197
O -1.2121 0.0086 1.9565
H 1.0261 0.4281 2.2955
H -0.8962 0.8765 -2.1876
H 1.7317 0.2404 0.6006
H -0.2317 -0.7425 -0.7384



Record order is preserved below.
ΔE to the lowest compared entry with this formula, charge and spin: 114.69; 262.48; 120.68; 558.82; 74.41; 111.35 kJ/mol